ORCA calculation (ωB97M-V/def2-TZVPD) on the ion C2H3IN with charge +1 at a distorted geometry.

The total energy comes out at -430.03587 Eh. The value obtained for the molar mass is 167.96 g mol⁻¹. The SMILES is [NH3+]C#CI. The charge is +1.

Each line ends with the Mulliken charge.
CARTESIAN COORDINATES (ANGSTROEM)
N 0.3597 -0.3048 -0.1181  -0.350
C 1.3329 -1.0681 0.4306  -0.090
C 2.5331 -1.6544 0.1497  -0.271
I 4.0164 -2.8862 0.3760  0.474
H 0.1653 -0.3907 -1.2508  0.424
H 0.4903 0.7020 0.1333  0.402
H -0.5751 -0.5571 0.2900  0.412

Forces on the atoms, in the same order (eV/Å):
N -3.745 1.807 -3.044
C 10.146 -5.462 -1.455
C -8.504 3.959 2.118
I 0.564 -0.287 0.001
H 0.945 0.282 3.110
H -0.106 -0.519 -0.481
H 0.699 0.220 -0.250